This record from the Open Molecules 2025 dataset describes a 2-piece molecular cluster, CH3F2OP overall in a non-equilibrium geometry. The level of theory is wB97M-V/def2-TZVPD.

Last column: natural (NBO) charge in e.
Element x y z (Å)
P: 2.4541 0.6940 -0.4694  1.130
H: -2.2681 0.3896 -0.4268  0.135
C: -1.5997 -0.0456 0.2250  0.436
F: -1.0081 -1.0901 -0.4505  -0.362
F: -0.5928 0.8405 0.3916  -0.350
O: 3.5438 0.0776 0.2838  -0.959
H: 1.4664 -0.3437 -0.6946  -0.175
H: -1.9955 -0.5222 1.1410  0.145

Forces on the atoms, in the same order (eV/Å):
-0.9 0.8 -0.6
-1.9 0.9 -1.1
1.9 -2.2 0.4
-0.3 -0.2 -0.1
0.0 0.5 0.9
0.8 -0.6 0.6
0.2 -0.2 0.0
0.2 1.0 -0.1

Calculated values
maximum force = 0.05696 Eh/bohr
SMILES string = FCF.O=P
molecular weight = 100.0 g mol⁻¹
relative energy (zero: lowest compared OMol25 entry of this formula, charge and spin) = 328.5 kJ/mol
energy = -656.17755 hartree
Kohn-Sham gap = 8.78 eV